Entry 1:
{"formula": "C50H135N5O15", "method": "ωB97M-V/def2-TZVPD", "e_lumo_ev": 0.50, "max_force_ha_per_bohr": 0.0985, "energy_ev": -92197.199, "multiplicity": 1, "symbols": ["C", "C", "C", "O", "C", "N", "H", "H", "H", "H", "H", "H", "H", "H", "H", "H", "H", "C", "C", "C", "O", "C", "N", "H", "H", "H", "H", "H", "H", "H", "H", "H", "H", "H", "C", "C", "C", "O", "C", "N", "H", "H", "H", "H", "H", "H", "H", "H", "H", "H", "H", "C", "C", "C", "O", "C", "N", "H", "H", "H", "H", "H", "H", "H", "H", "H", "H", "H", "C", "C", "C", "O", "C", "N", "H", "H", "H", "H", "H", "H", "H", "H", "H", "H", "H", "C", "C", "C", "O", "H", "H", "H", "H", "H", "H", "H", "H", "C", "C", "C", "O", "H", "H", "H", "H", "H", "H", "H", "H", "C", "C", "C", "O", "H", "H", "H", "H", "H", "H", "H", "H", "C", "C", "C", "O", "H", "H", "H", "H", "H", "H", "H", "H", "C", "C", "C", "O", "H", "H", "H", "H", "H", "H", "H", "H", "C", "C", "C", "O", "H", "H", "H", "H", "H", "H", "H", "H", "C", "C", "C", "O", "H", "H", "H", "H", "H", "H", "H", "H", "C", "C", "C", "O", "H", "H", "H", "H", "H", "H", "H", "H", "C", "C", "C", "O", "H", "H", "H", "H", "H", "H", "H", "H", "C", "C", "C", "O", "H", "H", "H", "H", "H", "H", "H", "H"], "xyz": [[-21.567, -3.893, 9.722], [-21.286, -4.235, 8.180], [-22.573, -4.429, 7.459], [-23.230, -5.589, 7.941], [-24.601, -5.521, 7.668], [-20.343, -3.287, 7.599], [-22.181, -2.966, 9.774], [-20.577, -3.668, 10.231], [-22.045, -4.681, 10.265], [-20.822, -5.216, 8.021], [-22.466, -4.423, 6.385], [-23.211, -3.588, 7.764], [-24.882, -5.210, 6.614], [-25.107, -4.800, 8.413], [-24.958, -6.556, 7.708], [-20.826, -2.365, 7.627], [-20.215, -3.415, 6.609], [-21.175, -11.733, 11.249], [-20.790, -10.315, 10.781], [-21.363, -9.280, 11.751], [-21.161, -7.961, 11.304], [-22.065, -7.659, 10.193], [-19.349, -10.311, 10.584], [-20.787, -12.483, 10.536], [-22.263, -11.894, 11.421], [-20.628, -11.878, 12.184], [-21.316, -10.214, 9.782], [-20.772, -9.318, 12.666], [-22.407, -9.473, 11.965], [-21.610, -7.990, 9.282], [-22.023, -6.591, 10.117], [-23.083, -7.969, 10.268], [-19.013, -9.457, 10.130], [-18.906, -10.419, 11.461], [-29.939, -8.968, 12.078], [-29.019, -10.203, 12.117], [-27.577, -9.712, 12.346], [-27.140, -8.606, 11.666], [-26.886, -8.756, 10.295], [-29.337, -11.293, 13.048], [-30.915, -9.202, 11.696], [-29.445, -8.182, 11.436], [-30.087, -8.615, 13.102], [-29.037, -10.633, 11.137], [-26.965, -10.560, 12.063], [-27.428, -9.447, 13.377], [-27.874, -8.839, 9.777], [-26.294, -9.709, 10.128], [-26.392, -7.831, 9.920], [-29.164, -11.131, 14.019], [-30.242, -11.660, 12.906], [-24.222, -14.720, 13.295], [-24.921, -13.654, 14.194], [-24.428, -12.292, 13.708], [-24.952, -11.244, 14.470], [-24.413, -10.016, 14.003], [-26.381, -13.772, 14.168], [-23.175, -14.506, 13.282], [-24.583, -14.721, 12.273], [-24.390, -15.693, 13.704], [-24.496, -13.771, 15.196], [-24.800, -12.239, 12.665], [-23.338, -12.269, 13.794], [-24.955, -9.163, 14.450], [-24.459, -9.957, 12.894], [-23.387, -9.899, 14.263], [-26.855, -13.048, 14.676], [-26.628, -13.689, 13.173], [-20.640, -12.157, 7.578], [-21.629, -11.036, 7.177], [-20.950, -9.753, 6.750], [-21.999, -8.777, 6.343], [-21.433, -7.525, 5.939], [-22.557, -11.584, 6.186], [-21.187, -12.898, 8.073], [-19.854, -11.664, 8.184], [-20.131, -12.523, 6.713], [-22.214, -10.724, 8.026], [-20.283, -9.876, 5.866], [-20.332, -9.243, 7.537], [-21.094, -6.920, 6.726], [-22.226, -7.024, 5.340], [-20.524, -7.584, 5.315], [-21.997, -11.884, 5.343], [-23.101, -10.772, 5.860], [-15.653, -12.123, 12.631], [-16.239, -12.863, 13.891], [-15.637, -12.196, 15.115], [-17.640, -12.696, 13.871], [-16.052, -12.585, 11.778], [-14.590, -12.080, 12.445], [-15.977, -11.112, 12.671], [-16.000, -13.933, 13.897], [-16.056, -11.168, 15.300], [-14.519, -12.244, 15.080], [-16.008, -12.729, 15.967], [-17.915, -13.225, 13.134], [-24.788, -12.956, 9.763], [-24.629, -14.092, 8.767], [-25.795, -14.300, 7.843], [-23.394, -14.022, 8.134], [-25.681, -13.101, 10.330], [-24.668, -11.980, 9.282], [-23.871, -12.987, 10.462], [-24.550, -14.985, 9.355], [-25.819, -13.514, 7.095], [-26.732, -14.303, 8.419], [-25.774, -15.217, 7.256], [-23.255, -13.444, 7.375], [-20.291, -14.173, 17.542], [-20.482, -14.520, 16.086], [-21.363, -13.511, 15.336], [-19.155, -14.574, 15.418], [-19.946, -15.086, 17.962], [-21.154, -13.865, 18.019], [-19.565, -13.441, 17.643], [-20.897, -15.493, 16.156], [-21.096, -12.481, 15.624], [-22.357, -13.594, 15.800], [-21.339, -13.606, 14.244], [-18.815, -13.685, 15.300], [-19.878, -4.562, 13.435], [-19.825, -3.087, 13.236], [-19.293, -2.457, 14.518], [-18.973, -2.792, 12.100], [-18.892, -5.145, 13.424], [-20.404, -5.126, 12.662], [-20.348, -4.725, 14.411], [-20.795, -2.606, 12.997], [-18.349, -3.013, 14.798], [-20.065, -2.569, 15.287], [-19.032, -1.373, 14.468], [-18.059, -3.020, 12.329], [-18.241, -6.381, 10.311], [-17.708, -5.175, 9.526], [-16.208, -5.267, 9.346], [-18.291, -5.258, 8.228], [-19.318, -6.274, 10.419], [-17.755, -6.572, 11.372], [-18.048, -7.333, 9.707], [-18.002, -4.199, 9.882], [-16.013, -6.298, 8.894], [-15.796, -5.152, 10.364], [-15.796, -4.466, 8.651], [-18.768, -4.435, 8.049], [-25.634, -4.926, 11.523], [-24.931, -5.863, 12.476], [-24.055, -5.072, 13.411], [-25.949, -6.484, 13.330], [-26.264, -4.199, 12.072], [-26.326, -5.383, 10.789], [-24.857, -4.434, 10.907], [-24.259, -6.614, 12.071], [-24.576, -4.247, 13.890], [-23.173, -4.723, 12.876], [-23.702, -5.757, 14.209], [-26.296, -7.259, 12.881], [-17.360, -9.603, 5.306], [-17.274, -8.903, 6.704], [-16.167, -9.375, 7.621], [-17.190, -7.533, 6.422], [-16.587, -9.194, 4.587], [-18.411, -9.402, 4.813], [-17.276, -10.662, 5.435], [-18.226, -9.122, 7.204], [-16.153, -8.807, 8.505], [-15.237, -9.145, 7.062], [-16.236, -10.423, 7.868], [-17.294, -6.912, 7.164], [-19.295, -14.962, 10.269], [-19.866, -15.283, 11.651], [-20.393, -16.711, 11.695], [-18.928, -14.921, 12.640], [-18.439, -15.616, 10.039], [-19.094, -13.960, 10.097], [-20.021, -15.171, 9.468], [-20.716, -14.673, 11.894], [-21.155, -16.787, 10.893], [-20.898, -16.842, 12.680], [-19.579, -17.443, 11.773], [-19.362, -15.080, 13.457], [-24.574, -8.634, 3.806], [-25.842, -8.186, 4.541], [-25.915, -8.859, 5.949], [-25.855, -6.768, 4.761], [-24.701, -9.672, 3.510], [-23.712, -8.505, 4.454], [-24.457, -8.021, 2.896], [-26.728, -8.419, 3.976], [-26.525, -8.256, 6.573], [-24.965, -9.014, 6.533], [-26.367, -9.839, 5.912], [-25.546, -6.268, 4.001], [-20.730, -8.994, 15.029], [-19.289, -9.488, 14.839], [-18.233, -8.909, 15.778], [-19.348, -10.881, 15.110], [-20.867, -8.008, 14.529], [-21.018, -8.835, 16.056], [-21.349, -9.605, 14.555], [-18.929, -9.395, 13.828], [-18.617, -7.982, 16.252], [-17.349, -8.574, 15.220], [-17.966, -9.608, 16.596], [-18.668, -11.308, 14.549]]}

=====

Entry 2:
{"formula": "C4H9IO2", "method": "ωB97M-V/def2-TZVPD", "e_lumo_ev": -0.26, "max_force_ha_per_bohr": 0.0703, "energy_ev": -16487.902, "multiplicity": 1, "symbols": ["C", "C", "C", "C", "O", "O", "I", "H", "H", "H", "H", "H", "H", "H", "H", "H"], "xyz": [[2.149, 0.625, 0.612], [-1.526, -0.444, -1.757], [0.738, 0.983, 1.001], [-0.737, -0.354, -0.394], [-0.073, -1.446, 0.035], [-0.190, 0.816, -0.141], [-3.033, -0.701, 1.212], [2.315, -0.515, 0.424], [2.537, 1.335, -0.168], [2.884, 0.876, 1.502], [-0.785, -0.316, -2.592], [-2.171, 0.360, -1.590], [-1.986, -1.443, -1.643], [0.320, 1.936, 1.230], [0.154, 0.342, 1.653], [-0.595, -2.055, 0.617]]}

=====

Entry 3:
{"formula": "C42H43N4S", "method": "ωB97M-V/def2-TZVPD", "e_lumo_ev": -5.36, "max_force_ha_per_bohr": 0.0334, "energy_ev": -61039.588, "total_charge": 1, "multiplicity": 1, "symbols": ["C", "N", "C", "C", "C", "C", "C", "C", "C", "C", "C", "C", "C", "C", "N", "C", "C", "C", "C", "C", "C", "H", "H", "H", "H", "H", "H", "H", "H", "H", "H", "H", "H", "H", "H", "H", "H", "H", "H", "H", "H", "H", "H", "H", "C", "C", "C", "C", "C", "C", "C", "C", "C", "C", "C", "C", "C", "C", "N", "C", "C", "C", "C", "C", "C", "S", "C", "N", "C", "C", "H", "H", "H", "H", "H", "H", "H", "H", "H", "H", "H", "H", "H", "H", "H", "H", "H", "H", "H", "H"], "xyz": [[6.932, -2.416, 3.502], [6.379, -1.817, 2.298], [6.884, -2.421, 1.077], [5.144, -1.157, 2.346], [5.072, 0.266, 2.419], [3.863, 0.897, 2.634], [2.648, 0.169, 2.798], [1.391, 0.832, 3.051], [0.178, 0.231, 2.680], [-1.084, 0.825, 2.652], [-2.321, 0.124, 2.457], [-3.545, 0.849, 2.358], [-4.763, 0.216, 2.306], [-4.838, -1.200, 2.296], [-6.076, -1.845, 2.288], [-6.630, -2.415, 1.071], [-6.642, -2.401, 3.506], [-3.632, -1.941, 2.324], [-2.405, -1.299, 2.388], [2.727, -1.251, 2.629], [3.936, -1.890, 2.407], [6.581, -1.864, 4.383], [6.648, -3.478, 3.601], [8.029, -2.356, 3.447], [6.513, -1.872, 0.203], [7.983, -2.370, 1.098], [6.600, -3.484, 0.991], [6.006, 0.822, 2.306], [3.814, 1.988, 2.606], [1.407, 1.873, 3.381], [0.246, -0.801, 2.318], [-1.136, 1.918, 2.700], [-3.502, 1.941, 2.361], [-5.706, 0.776, 2.284], [-6.214, -1.895, 0.201], [-6.413, -3.495, 0.992], [-7.721, -2.284, 1.089], [-6.236, -1.874, 4.377], [-7.732, -2.271, 3.478], [-6.430, -3.480, 3.599], [-3.704, -3.031, 2.307], [-1.492, -1.896, 2.416], [1.822, -1.849, 2.618], [3.978, -2.976, 2.286], [5.517, 8.446, 8.185], [5.966, 7.331, 7.469], [5.049, 6.358, 7.054], [3.685, 6.480, 7.352], [2.724, 5.388, 6.848], [2.056, 5.762, 5.522], [1.561, 4.713, 4.744], [0.992, 4.945, 3.491], [0.897, 6.263, 3.013], [1.296, 7.328, 3.828], [1.879, 7.081, 5.080], [1.624, 4.935, 7.834], [2.119, 4.833, 9.257], [1.046, 4.411, 10.227], [0.204, 3.358, 9.621], [-0.552, 2.448, 10.383], [-1.194, 1.515, 9.566], [-1.987, 0.506, 10.115], [-2.051, 0.404, 11.520], [-1.366, 1.308, 12.343], [-0.622, 2.361, 11.781], [-0.841, 1.782, 7.881], [0.259, 3.090, 8.269], [1.038, 3.646, 7.393], [3.242, 7.600, 8.067], [4.161, 8.577, 8.490], [6.228, 9.209, 8.505], [7.023, 7.207, 7.225], [5.381, 5.482, 6.487], [3.365, 4.511, 6.652], [1.612, 3.709, 5.171], [0.620, 4.103, 2.906], [0.492, 6.459, 2.017], [1.157, 8.360, 3.495], [2.193, 7.914, 5.712], [0.814, 5.705, 7.783], [2.934, 4.087, 9.278], [2.527, 5.799, 9.576], [1.494, 3.991, 11.130], [0.412, 5.274, 10.507], [-2.528, -0.161, 9.450], [-2.648, -0.397, 11.967], [-1.416, 1.196, 13.431], [-0.099, 3.087, 12.408], [2.173, 7.720, 8.284], [3.797, 9.441, 9.050]]}

=====

Entry 4:
{"formula": "H18O9", "method": "ωB97M-V/def2-TZVPD", "e_lumo_ev": -0.43, "max_force_ha_per_bohr": 0.0691, "energy_ev": -18718.190, "smiles": "O.O.O.O.O.O.O.O.O", "multiplicity": 1, "symbols": ["O", "H", "H", "O", "H", "H", "O", "H", "H", "O", "H", "H", "O", "H", "H", "O", "H", "H", "O", "H", "H", "O", "H", "H", "O", "H", "H"], "xyz": [[-0.405, -0.694, -0.074], [-0.860, -0.014, -0.623], [0.284, -0.249, 0.354], [1.422, 3.171, -0.479], [1.676, 2.549, -1.217], [2.271, 3.402, -0.093], [-1.789, -3.264, 0.891], [-0.841, -2.992, 0.626], [-1.782, -4.202, 0.661], [-2.258, 3.509, -2.012], [-1.649, 2.811, -2.273], [-1.695, 4.232, -1.680], [-0.580, 3.818, 2.911], [-1.141, 3.510, 3.708], [0.124, 3.182, 3.024], [4.153, -2.458, 0.918], [4.595, -2.343, 0.068], [4.638, -2.008, 1.564], [-5.174, -2.348, 0.180], [-5.510, -2.630, 1.030], [-4.241, -2.088, 0.401], [1.305, -1.240, -2.621], [1.264, -0.335, -2.307], [0.598, -1.701, -2.216], [2.849, -0.607, 0.063], [2.625, 0.305, 0.028], [3.455, -0.526, 0.735]]}